Record 1
CH7NO | ωB97M-V/def2-TZVPD

Properties
* SMILES string: CN.O
* E_HOMO: -0.356 Eh
* relative energy (zero: lowest compared OMol25 entry of this formula, charge and spin): 209.6 kJ/mol
* max |F|: 5.865 eV/A
* lowest unoccupied orbital energy: 0.8 eV

Geometry as ORCA input:
```
! wB97M-V def2-TZVPD RIJCOSX def2/J DEFGRID3
* xyz 0 1
C -0.982 -1.027 0.155
N -0.218 0.187 0.486
H -0.311 -1.912 0.510
H -2.109 -0.909 0.827
H -1.159 -1.121 -0.908
H -0.563 1.131 0.535
H -0.126 0.012 1.492
O 2.026 1.521 -0.918
H 1.928 1.175 -2.025
H 1.516 0.942 -0.154
*
```

=====

Record 2
C3H2ClNO | ωB97M-V/def2-TZVPD

Properties
* SMILES string: O=C=C/N=C\Cl
* E_HOMO: -0.339 Eh
* relative energy (zero: lowest compared OMol25 entry of this formula, charge and spin): 164.6 kJ/mol
* max |F|: 1.917 eV/A
* lowest unoccupied orbital energy: 0.3 eV

Geometry as ORCA input:
```
! wB97M-V def2-TZVPD RIJCOSX def2/J DEFGRID3
* xyz 0 1
O 2.007 2.589 -0.187
C 0.968 2.084 -0.091
C -0.079 1.277 -0.110
N 0.353 -0.046 -0.192
C 1.330 -0.810 -0.196
Cl 3.230 -0.742 0.026
H -1.095 1.500 0.125
H 1.101 -1.851 -0.361
*
```

=====

Record 3
C38H21Br4IrN4O8S3 | ωB97M-V/def2-TZVPD

Properties
* E_HOMO (spin up / spin down): -0.178 / -0.176 Eh
* relative energy (zero: lowest compared OMol25 entry of this formula, charge and spin): 150.5 kJ/mol
* max |F|: 0.427 eV/A
* lowest unoccupied orbital energy (spin up / spin down): 1.1 / 1.1 eV

Geometry as ORCA input:
```
! wB97M-V def2-TZVPD RIJCOSX def2/J DEFGRID3
* xyz -1 2
Ir -0.176 -0.235 0.166
O -5.249 -3.400 1.546
C -4.150 -2.668 1.245
C -3.178 -2.368 2.197
C -2.092 -1.628 1.798
N -1.978 -1.167 0.552
C -2.878 -1.488 -0.377
C -3.993 -2.235 -0.064
C -2.558 -0.959 -1.765
O -3.305 -1.256 -2.685
O -1.528 -0.213 -1.765
C -0.899 -1.349 2.680
O -0.944 -1.567 3.871
O 0.137 -0.908 2.025
H -5.214 -3.666 2.471
H -3.225 -2.713 3.222
H -4.697 -2.482 -0.845
Br 3.708 4.548 -3.346
C 3.145 3.182 -2.167
C 4.059 2.500 -1.384
Br 5.900 2.918 -1.463
C 3.618 1.478 -0.525
Br 4.793 0.523 0.596
C 2.281 1.136 -0.476
O 1.792 0.157 0.276
C 1.344 1.835 -1.267
O 0.089 1.468 -1.163
C 1.783 2.854 -2.097
Br 0.465 3.719 -3.132
O 0.321 -2.060 -0.431
C 1.095 -2.669 -1.426
C 0.146 -3.503 -2.285
C -0.001 -3.543 -3.637
C -1.073 -4.381 -4.058
C -1.726 -4.951 -3.012
S -1.050 -4.476 -1.511
C 1.889 -1.752 -2.349
C 1.470 -0.649 -3.027
C 2.483 -0.091 -3.858
C 3.647 -0.793 -3.806
S 3.526 -2.132 -2.748
C 2.059 -3.596 -0.691
C 2.383 -4.892 -0.969
C 3.331 -5.431 -0.057
C 3.690 -4.528 0.896
S 2.886 -3.032 0.703
H 0.629 -2.977 -4.308
H -1.353 -4.529 -5.092
H -2.578 -5.611 -3.042
H 0.461 -0.270 -2.974
H 2.342 0.800 -4.454
H 4.572 -0.584 -4.320
H 1.966 -5.432 -1.808
H 3.718 -6.439 -0.109
H 4.381 -4.670 1.712
N -3.155 5.493 3.349
C -3.107 6.637 4.114
C -4.081 7.548 4.513
C -3.657 8.602 5.297
C -2.311 8.746 5.671
C -1.352 7.838 5.271
C -1.760 6.766 4.479
N -1.020 5.726 3.947
C -1.877 4.998 3.287
C -1.530 3.775 2.551
C -2.471 3.045 1.835
C -2.073 1.905 1.166
N -0.813 1.480 1.186
C 0.106 2.175 1.868
C -0.215 3.324 2.559
H -3.970 5.096 2.919
H -5.119 7.440 4.225
H -4.378 9.337 5.630
H -2.025 9.590 6.286
H -0.313 7.943 5.555
H -3.510 3.338 1.770
H -2.767 1.330 0.568
H 1.109 1.768 1.855
H 0.543 3.869 3.102
*
```

=====

Record 4
C30H47BrN4OP2Zr | ωB97M-V/def2-TZVPD

Properties
* E_HOMO (spin up / spin down): -0.622 / -0.622 Eh
* max |F|: 3.163 eV/A
* lowest unoccupied orbital energy (spin up / spin down): -14.3 / -14.3 eV

Geometry as ORCA input:
```
! wB97M-V def2-TZVPD RIJCOSX def2/J DEFGRID3
* xyz 4 1
N 7.877 2.559 0.494
C 7.423 1.621 1.310
C 6.060 1.312 1.382
C 5.110 1.917 0.497
C 5.646 2.978 -0.303
C 7.038 3.232 -0.283
C 3.751 1.346 0.315
Zr 1.112 0.733 0.027
P -2.110 -0.907 -2.950
C 2.940 1.446 -0.903
C 3.022 0.380 -1.954
C 2.361 0.555 -3.183
C 2.312 -0.529 -4.074
C 2.911 -1.779 -3.750
C 3.763 -1.813 -2.624
C 3.727 -0.785 -1.682
Br 2.265 -3.384 -4.470
H 3.459 0.632 1.118
H 2.885 2.438 -1.324
H 5.738 0.621 2.148
H 5.012 3.658 -0.882
H 8.167 1.092 1.903
H 7.494 3.995 -0.936
H 1.897 1.527 -3.417
H 4.276 -0.844 -0.743
H 1.789 -0.416 -5.027
H 4.493 -2.588 -2.464
P -0.094 3.104 -0.141
C -1.537 -2.475 -3.684
C -2.287 -2.959 -4.953
H -1.541 -3.245 -2.890
H -0.466 -2.300 -3.904
H -1.817 -3.903 -5.274
H -3.360 -3.139 -4.756
H -2.208 -2.228 -5.775
C -1.106 0.333 -3.797
C -2.026 0.866 -4.925
H -0.171 -0.104 -4.170
H -0.798 1.120 -3.090
H -1.575 1.738 -5.430
H -2.224 0.072 -5.668
H -2.993 1.158 -4.475
C -2.271 -1.083 -1.179
C -3.711 -1.575 -0.908
H -2.078 -0.099 -0.730
H -1.492 -1.766 -0.828
H -4.058 -1.214 0.067
H -4.393 -1.181 -1.683
H -3.769 -2.673 -0.926
C -1.659 2.947 0.851
C -2.180 4.097 1.721
H -1.511 2.069 1.501
H -2.438 2.676 0.121
H -1.567 4.280 2.608
H -2.305 5.044 1.185
H -3.173 3.825 2.101
C -0.799 3.673 -1.766
C 0.141 4.452 -2.692
H -1.709 4.257 -1.533
H -1.152 2.755 -2.263
H 0.516 5.370 -2.213
H 0.989 3.835 -3.028
H -0.425 4.751 -3.587
C 0.603 4.714 0.462
C 1.310 4.583 1.811
H -0.211 5.464 0.486
H 1.311 5.068 -0.304
H 2.219 3.963 1.745
H 1.631 5.574 2.162
H 0.644 4.159 2.577
C 0.300 -0.385 4.636
N 0.576 -1.218 3.459
C 0.396 -2.573 3.590
C 0.424 -3.360 2.479
C 0.802 -2.806 1.242
N 0.950 -1.435 1.150
C 0.836 -0.707 2.253
O 0.965 0.607 2.091
N 1.078 -3.437 0.051
H 1.206 0.075 5.043
H -0.118 -1.064 5.380
H -0.418 0.415 4.449
H 0.233 -2.885 4.624
H 0.171 -4.417 2.530
H 1.003 -4.443 0.004
H 1.805 -3.027 -0.551
*
```

=====

Q: max |F| of number 2 (C3H2ClNO)?
A: 1.917 eV/A